1.
Here is a 2-piece molecular cluster, C9H18BrNO overall from OMol25. Energies are from ωB97M-V/def2-TZVPD.

**Energy above the lowest of the compared OMol25 structures with the same formula, charge and spin**: 125.8 kJ/mol
**LUMO level**: -3.7 eV
**Kohn-Sham gap**: 4.0 eV

```
! wB97M-V def2-TZVPD RIJCOSX def2/J DEFGRID3
* xyz 0 1
N 0.184 0.686 0.588
H -1.906 0.694 -1.439
H -3.144 0.715 -0.290
C -0.384 -1.624 -1.147
C 1.052 -1.144 -0.877
C 2.630 0.616 0.186
H -0.794 -1.119 -2.022
C 1.194 0.333 -0.440
H -2.073 1.178 2.406
Br 1.573 -2.291 2.769
H -1.019 -0.231 2.797
C 1.113 1.338 -1.584
C -1.186 -1.328 0.149
H 1.518 -1.840 -0.179
H -2.243 -1.596 0.145
H 2.868 -0.041 1.023
C -1.767 0.174 2.115
H 1.894 1.118 -2.312
C -1.237 0.167 0.610
H -2.670 -0.431 2.198
H -0.780 -1.929 0.963
C -2.089 0.966 -0.399
H 3.371 0.681 -0.611
O 0.614 1.518 1.716
H 1.658 -1.343 -1.761
H -1.988 2.050 -0.348
H 0.187 1.358 -2.158
H -0.377 -2.681 -1.414
H 2.610 1.623 0.600
H 1.190 2.383 -1.283
*
```

=====

2.
Here is a 11-piece molecular cluster, C34H71BrN2O11P overall from OMol25. Energies are from ωB97M-V/def2-TZVPD.

**Energy above the lowest of the compared OMol25 structures with the same formula, charge and spin**: 0.0 kJ/mol
**LUMO level**: -3.1 eV
**Kohn-Sham gap**: 7.6 eV

```
! wB97M-V def2-TZVPD RIJCOSX def2/J DEFGRID3
* xyz 1 1
O -0.266 2.668 5.490
H 1.150 5.786 3.414
H -1.385 -1.143 4.924
C 0.976 -4.297 -2.393
C 1.765 -5.562 6.533
C 1.803 6.208 2.652
H -2.048 -3.899 3.411
O 1.750 -0.191 3.821
H 3.872 -6.975 4.143
C 5.947 7.176 -3.365
H 3.433 2.388 3.901
H -1.127 4.745 4.390
O 3.001 -4.694 4.697
H 1.344 -1.736 -5.086
C 3.066 0.252 5.744
C -0.670 -1.967 4.972
H 2.275 -5.905 7.435
O -8.473 -0.644 1.872
H 2.393 -1.903 -3.729
O -6.021 2.376 -1.772
H -7.142 1.393 1.284
H -1.074 0.038 -3.287
N 1.763 -3.734 -4.576
H 1.249 -5.715 -4.040
H 4.494 5.404 -5.045
H -8.554 2.109 0.485
O 1.757 4.006 1.767
C 3.221 -7.039 5.011
H 2.951 -0.816 5.921
O 2.473 -3.995 0.197
H -4.247 3.862 -0.820
C -3.782 2.990 -1.272
H 1.908 -2.254 2.676
H 1.769 -3.879 -5.586
H 2.709 -3.957 -4.259
H -3.103 3.317 -2.061
H -1.976 1.022 6.284
H -0.821 -3.406 -2.115
H 2.650 0.803 6.588
C 0.030 -1.069 -12.041
H 0.161 -0.490 -12.951
O -1.090 -3.868 6.337
H 0.665 -5.118 -1.765
C 0.489 -0.253 -10.858
C 2.396 2.083 4.068
C -9.827 -0.371 -0.062
O 5.464 5.206 -2.126
H 2.004 -4.040 -2.147
H 3.786 -7.439 5.853
H 2.267 -1.842 -1.077
H -10.323 -1.266 0.304
C 2.691 -5.667 5.350
H 2.828 -3.769 2.689
H 0.878 -6.176 6.372
H 2.393 -7.713 4.787
H -3.847 0.196 -1.806
H 1.956 2.697 4.851
H -3.083 1.524 4.989
H 5.262 8.025 -3.355
C -1.377 -3.246 5.340
C -2.479 1.872 5.829
H 0.486 -1.148 -2.753
H -2.599 4.676 5.380
H -3.214 2.454 -0.509
H -2.889 -4.650 4.782
H 1.566 -1.051 0.352
H 0.742 -0.203 -8.738
H -3.133 2.337 6.568
H -0.179 -2.073 4.005
C 4.090 5.529 -4.039
O -1.775 -0.405 -3.799
H 3.665 -2.229 2.428
C -4.386 0.821 -2.520
H -3.734 1.058 -3.358
P -1.387 -1.966 -4.084
C -8.710 0.008 0.881
H -0.660 -1.148 -9.281
H -5.251 0.272 -2.889
C 2.416 -1.624 -0.019
H 6.426 7.118 -4.343
H 1.284 7.026 2.149
H 0.985 -1.808 -9.463
H -1.025 -1.327 -11.932
N 0.149 -3.115 -2.185
H -2.549 3.862 3.802
H 3.632 4.595 -3.720
C -2.463 -3.723 4.405
C 3.083 5.542 0.524
H -9.425 -0.566 -1.058
H 4.034 5.902 0.918
C -1.450 2.867 5.349
O 0.925 0.864 -10.984
C 2.172 5.138 1.655
H 0.616 -1.987 -12.114
Br -0.971 -2.020 -6.294
C -7.906 1.233 0.527
C 5.195 5.900 -3.079
C -4.850 2.091 -1.849
H 2.701 6.599 3.131
H 1.455 -4.530 6.669
C 1.491 -2.304 -4.176
H 0.083 -1.738 5.721
H 4.129 0.485 5.654
C -1.966 4.120 4.687
H 3.322 -1.029 0.101
H -10.554 0.440 -0.126
C 0.298 -2.109 -3.236
C 0.881 -4.713 -3.855
H 3.331 6.312 -4.056
H 2.616 6.336 -0.063
C 2.748 -2.787 2.232
C 2.542 -2.917 0.755
H 1.836 2.226 3.155
H -0.126 -4.624 -4.248
C 2.346 0.638 4.476
H 3.272 4.688 -0.121
H -3.252 -2.973 4.334
H 6.710 7.325 -2.605
H -7.426 1.101 -0.441
C 0.381 -0.898 -9.493
*
```

=====

no.,E_tot (eV),highest occupied orbital energy (eV)
1,-83200.3756,-7.65
2,-141237.2397,-10.63